{
  "formula": "C5H16N2O",
  "method": "ωB97M-V/def2-TZVPD",
  "elements": ["C", "C", "C", "C", "N", "C", "N", "H", "H", "H", "H", "H", "H", "H", "H", "H", "H", "H", "H", "H", "H", "H", "H", "O"],
  "xyz": [[-1.2477, 0.7904, -2.0499], [-0.2349, 1.5857, -1.1560], [-0.5520, 1.2194, 0.2909], [0.0182, -0.1051, 0.7838], [-0.9041, -0.9088, 1.5581], [-0.2490, -1.6333, 2.7030], [-0.6335, 0.2277, -3.1947], [-1.8100, 0.0394, -1.4860], [-2.0168, 1.4829, -2.3706], [0.7896, 1.3690, -1.4134], [-0.5051, 2.6312, -1.2402], [-0.4426, 2.1164, 0.9092], [-1.6394, 1.1009, 0.3754], [0.2675, -0.6945, -0.1147], [0.9700, 0.1051, 1.2723], [-1.5966, -0.3289, 2.0147], [0.0075, -0.9342, 3.5006], [-0.9698, -2.3991, 2.9885], [0.6560, -2.1037, 2.3538], [0.2866, 0.6029, -3.4408], [-0.7129, -0.7795, -3.3086], [4.0367, -0.6270, -0.0107], [2.7642, -1.4028, 0.5112], [3.7180, -1.3540, 0.5241]],
  "lowdin_spin": [0.13, 0.06, 0.03, 0.00, 0.01, 0.00, 0.66, 0.01, 0.06, 0.00, 0.00, 0.01, 0.00, 0.00, 0.00, 0.00, 0.00, 0.00, 0.00, 0.02, 0.02, 0.00, 0.00, 0.00],
  "s2": 0.75,
  "orbital_gap_ev": [8.95, 3.72],
  "charge": 1,
  "multiplicity": 2,
  "de_lowest_ev": 1.5734
}


{
  "formula": "C35H47BrMgN4P2",
  "method": "ωB97M-V/def2-TZVPD",
  "elements": ["N", "C", "C", "C", "C", "C", "C", "Mg", "P", "C", "C", "C", "C", "C", "C", "C", "Br", "H", "H", "H", "H", "H", "H", "H", "H", "H", "H", "P", "C", "C", "H", "H", "H", "H", "H", "C", "C", "H", "H", "H", "H", "H", "C", "C", "H", "H", "H", "H", "H", "C", "C", "H", "H", "H", "H", "H", "C", "C", "H", "H", "H", "H", "H", "C", "C", "H", "H", "H", "H", "H", "N", "C", "C", "C", "C", "C", "C", "C", "N", "C", "C", "N", "C", "H", "H", "H", "H", "H", "H", "H"],
  "xyz": [[-4.9156, 3.2872, -3.3142], [-4.6598, 3.6672, -2.0677], [-3.7184, 3.0253, -1.2590], [-2.9236, 1.9938, -1.8158], [-3.2670, 1.5582, -3.1301], [-4.2388, 2.2750, -3.8472], [-1.6860, 1.5275, -1.1856], [-0.0393, 0.2783, -0.2240], [2.9950, -0.2420, -0.3755], [-0.6349, 1.0394, -2.0138], [0.3324, 1.9574, -2.6513], [0.6127, 1.7485, -4.0070], [1.7544, 2.2899, -4.5978], [2.6091, 3.0976, -3.8153], [2.1663, 3.5445, -2.5499], [1.0083, 2.9930, -1.9815], [4.3043, 3.4795, -4.3544], [-1.5123, 1.8817, -0.1538], [-0.8249, 0.1115, -2.5805], [-3.6255, 3.3434, -0.2313], [-2.7957, 0.6806, -3.5777], [-5.2380, 4.5135, -1.6929], [-4.4904, 2.0178, -4.8844], [-0.1063, 1.1635, -4.5823], [0.6491, 3.3462, -1.0118], [2.0193, 2.0401, -5.6155], [2.7673, 4.2479, -1.9777], [-0.9914, -2.1215, -0.8714], [3.5297, 1.4749, -0.2008], [4.9548, 1.7948, -0.6890], [3.4299, 1.7387, 0.8653], [2.7923, 2.0610, -0.7683], [5.2248, 2.8073, -0.3616], [5.6916, 1.0989, -0.2664], [5.0373, 1.7778, -1.7844], [2.6051, -0.5672, -2.1096], [3.7208, -1.3426, -2.8386], [2.4071, 0.4010, -2.5983], [1.6696, -1.1499, -2.1327], [3.4908, -1.4066, -3.9093], [4.6971, -0.8526, -2.7304], [3.8068, -2.3658, -2.4498], [2.1227, -0.8799, 1.0552], [3.0920, -1.5537, 2.0664], [1.3763, -1.6235, 0.7181], [1.6062, -0.0308, 1.5374], [2.5429, -2.2860, 2.6798], [3.9052, -2.0814, 1.5382], [3.5409, -0.8113, 2.7459], [-0.8341, -3.0940, 0.6846], [-1.4365, -4.4983, 0.6685], [-1.2979, -2.4798, 1.4729], [0.2382, -3.1594, 0.9286], [-2.5264, -4.4803, 0.7947], [-1.1890, -5.0488, -0.2482], [-1.0157, -5.0551, 1.5140], [0.0152, -3.0842, -2.0934], [0.0252, -2.4918, -3.5078], [-0.3802, -4.1142, -2.0996], [1.0328, -3.1281, -1.6659], [-0.9413, -2.6489, -4.0091], [0.2498, -1.4146, -3.5172], [0.8017, -2.9951, -4.1011], [-2.6652, -2.5697, -1.4849], [-3.8321, -1.9962, -0.6832], [-2.7089, -3.6712, -1.5032], [-2.7226, -2.2243, -2.5304], [-4.7688, -2.4654, -1.0195], [-3.7350, -2.1891, 0.3954], [-3.9330, -0.9131, -0.8448], [1.3497, 0.7357, 9.9505], [0.8536, 0.6256, 8.8957], [0.2781, 0.5060, 7.5861], [-1.0848, 0.2150, 7.4054], [-1.6275, 0.1583, 6.1185], [-0.7890, 0.4008, 5.0295], [0.5856, 0.6287, 5.1936], [1.1142, 0.6869, 6.4798], [-1.3138, 0.4305, 3.7273], [-2.6449, 0.2258, 3.3126], [-2.6196, 0.2475, 1.9423], [-1.2973, 0.4159, 1.5296], [-0.5722, 0.6162, 2.6223], [-1.7142, 0.0469, 8.2797], [-2.6846, -0.0703, 5.9655], [1.2429, 0.7668, 4.3387], [2.1780, 0.8865, 6.6082], [-3.4562, 0.1226, 3.9993], [-3.4340, 0.1849, 1.2351], [0.4654, 0.9434, 2.6323]],
  "mulliken_charge": [-0.49, -0.53, -0.53, 0.52, -0.06, -0.62, -1.68, 1.65, -0.19, 0.17, 1.22, -0.16, -0.93, -0.20, -0.36, -0.52, -0.04, 0.72, 0.27, 0.47, 0.33, 0.41, 0.38, 0.51, 0.44, 0.48, 0.48, 0.47, 0.63, -1.27, 0.49, -0.59, 0.40, 0.39, 0.21, 3.00, -1.52, -0.91, -1.55, 0.43, 0.41, 0.39, 1.78, -1.39, -0.60, -1.23, 0.44, 0.41, 0.35, -0.19, -1.44, 0.13, 0.44, 0.35, 0.32, 0.44, -1.03, -0.96, 0.64, 0.34, 0.38, 0.12, 0.39, -0.74, -1.03, 0.60, 0.39, 0.49, 0.24, 0.04, -0.43, -0.05, 0.40, -1.05, -0.55, 2.08, -0.57, -1.04, 0.28, -0.28, -1.46, -0.16, -0.73, 0.47, 0.32, 0.20, 0.45, 0.48, 0.64, 0.61],
  "orbital_gap_ev": [4.72, 4.72],
  "charge": 2,
  "de_lowest_ev": 2.7135
}


{
  "formula": "C24H52N2O12",
  "method": "ωB97M-V/def2-TZVPD",
  "elements": ["C", "N", "O", "O", "H", "H", "H", "C", "N", "O", "O", "H", "H", "H", "C", "C", "C", "C", "C", "C", "H", "H", "H", "H", "H", "H", "C", "O", "C", "C", "O", "C", "H", "H", "H", "H", "H", "H", "H", "H", "H", "H", "C", "O", "C", "C", "O", "C", "H", "H", "H", "H", "H", "H", "H", "H", "H", "H", "C", "O", "C", "C", "O", "C", "H", "H", "H", "H", "H", "H", "H", "H", "H", "H", "C", "O", "C", "C", "O", "C", "H", "H", "H", "H", "H", "H", "H", "H", "H", "H"],
  "xyz": [[10.0882, 5.2420, 0.7898], [9.3691, 4.0424, 0.3011], [8.1885, 4.2753, 0.1162], [9.8903, 2.9362, 0.1628], [9.3976, 6.0081, 1.1422], [10.6426, 5.6914, -0.0340], [10.7052, 4.9301, 1.6326], [1.7575, 0.2594, 0.9489], [1.0347, -0.9441, 0.4449], [1.6210, -1.7561, -0.2632], [-0.1471, -0.9902, 0.6780], [2.6582, 0.5038, 0.3857], [2.0829, 0.1603, 1.9844], [1.0394, 1.0710, 0.8314], [0.3323, 1.7987, -7.6085], [-0.0049, 1.0156, -6.5263], [-0.8270, -0.0989, -6.6311], [-1.4363, -0.3060, -7.8935], [-1.2312, 0.4932, -8.9785], [-0.3453, 1.5766, -8.8121], [1.0657, 2.5805, -7.4768], [0.4626, 1.1833, -5.5673], [-1.0297, -0.7506, -5.7940], [-2.0200, -1.2054, -8.0228], [-1.6979, 0.4171, -9.9495], [-0.1312, 2.1413, -9.7074], [-8.2846, -0.4238, -5.2333], [-9.2826, 0.3070, -4.5055], [-8.8050, 1.1973, -3.5071], [-8.2755, 0.4481, -2.3189], [-8.2219, 1.3177, -1.1538], [-7.0282, 1.1677, -0.4580], [-8.8619, -1.1243, -5.8367], [-7.6116, -1.0291, -4.6261], [-7.6985, 0.2098, -5.8990], [-9.6131, 1.8522, -3.1813], [-8.0693, 1.9123, -3.8756], [-7.3071, 0.0837, -2.6616], [-8.8912, -0.4123, -2.0569], [-7.0641, 1.9385, 0.3118], [-6.1217, 1.3319, -1.0406], [-6.8876, 0.2184, 0.0589], [1.8093, 8.2441, -1.6797], [0.7558, 7.3373, -1.3763], [-0.5016, 7.9522, -1.0715], [-1.4241, 6.8191, -0.5901], [-1.5855, 5.7278, -1.5161], [-2.2817, 6.0440, -2.7015], [2.7662, 7.7336, -1.7882], [1.9485, 8.9617, -0.8712], [1.5857, 8.7062, -2.6413], [-0.8322, 8.4598, -1.9776], [-0.4680, 8.7329, -0.3116], [-2.4527, 7.0742, -0.3353], [-0.9376, 6.3094, 0.2415], [-2.5408, 5.0642, -3.1026], [-1.8078, 6.6715, -3.4563], [-3.2229, 6.5133, -2.4151], [-3.2530, -4.1168, 5.6313], [-3.6940, -5.4738, 5.6818], [-3.4960, -6.1661, 4.3872], [-4.0038, -7.7028, 4.4179], [-5.3724, -7.7991, 4.8742], [-5.6698, -9.1673, 5.1919], [-3.2907, -3.8889, 6.6965], [-4.0014, -3.5492, 5.0783], [-2.3074, -3.9825, 5.1059], [-2.4824, -6.0586, 4.0012], [-4.1131, -5.6244, 3.6703], [-3.2190, -8.1835, 5.0020], [-3.9886, -8.1874, 3.4417], [-6.7112, -9.1675, 5.5138], [-5.0972, -9.4552, 6.0736], [-5.5492, -9.9199, 4.4127], [6.0954, -3.8699, 5.5539], [6.3022, -2.9089, 4.5061], [7.4126, -3.2100, 3.5628], [8.8212, -2.9775, 4.1115], [9.1366, -3.9666, 5.1138], [10.4981, -4.0244, 5.4823], [6.8554, -3.7877, 6.3309], [6.1951, -4.8528, 5.0933], [5.1575, -3.6878, 6.0786], [7.2526, -2.4815, 2.7680], [7.2343, -4.1688, 3.0758], [8.7615, -2.0121, 4.6139], [9.6262, -3.0576, 3.3810], [11.0134, -4.4019, 4.5990], [10.7546, -4.7412, 6.2624], [10.8808, -3.0296, 5.7100]],
  "mulliken_charge": [-0.70, 0.83, -0.49, -0.51, 0.31, 0.28, 0.28, -0.70, 0.85, -0.52, -0.51, 0.30, 0.28, 0.30, -0.51, -0.25, -0.49, -0.18, -0.46, -0.18, 0.35, 0.34, 0.38, 0.32, 0.36, 0.32, -0.69, -0.35, -0.42, -0.41, -0.35, -0.69, 0.25, 0.31, 0.29, 0.34, 0.27, 0.34, 0.26, 0.26, 0.31, 0.29, -0.74, -0.27, -0.41, -0.63, -0.32, -0.72, 0.24, 0.30, 0.29, 0.33, 0.40, 0.45, 0.23, 0.26, 0.24, 0.33, -0.68, -0.30, -0.56, -0.55, -0.31, -0.74, 0.23, 0.28, 0.28, 0.41, 0.34, 0.33, 0.39, 0.26, 0.32, 0.29, -0.58, -0.37, -0.62, -0.38, -0.30, -0.73, 0.21, 0.29, 0.25, 0.31, 0.36, 0.27, 0.45, 0.28, 0.25, 0.30],
  "orbital_gap_ev": 9.26,
  "de_lowest_ev": 2.5404
}


{
  "formula": "C3H8O2",
  "method": "ωB97M-V/def2-TZVPD",
  "elements": ["C", "O", "C", "C", "O", "H", "H", "H", "H", "H", "H", "H", "H"],
  "xyz": [[-0.8577, -0.7239, -1.5972], [-0.9809, -0.0322, -0.3668], [0.6798, 0.8496, 0.3059], [0.5185, 0.3202, 1.6364], [0.2385, -0.9390, 1.7181], [-1.5810, -1.5454, -1.6405], [-1.0705, -0.0186, -2.4042], [0.1509, -1.1386, -1.7361], [1.2585, 0.2420, -0.3842], [0.5997, 1.9161, 0.0987], [1.6902, 0.7099, 1.6035], [0.1014, 1.0338, 2.3737], [-0.7473, -0.6739, 0.3926]],
  "nbo_charge": [-0.25, -0.68, -0.09, -0.02, -0.79, 0.19, 0.19, 0.17, 0.20, 0.22, 0.18, 0.16, 0.52],
  "orbital_gap_ev": 9.38,
  "de_lowest_ev": 4.4108
}


Repeat the first record exactly.
{
  "formula": "C5H16N2O",
  "method": "ωB97M-V/def2-TZVPD",
  "elements": ["C", "C", "C", "C", "N", "C", "N", "H", "H", "H", "H", "H", "H", "H", "H", "H", "H", "H", "H", "H", "H", "H", "H", "O"],
  "xyz": [[-1.2477, 0.7904, -2.0499], [-0.2349, 1.5857, -1.1560], [-0.5520, 1.2194, 0.2909], [0.0182, -0.1051, 0.7838], [-0.9041, -0.9088, 1.5581], [-0.2490, -1.6333, 2.7030], [-0.6335, 0.2277, -3.1947], [-1.8100, 0.0394, -1.4860], [-2.0168, 1.4829, -2.3706], [0.7896, 1.3690, -1.4134], [-0.5051, 2.6312, -1.2402], [-0.4426, 2.1164, 0.9092], [-1.6394, 1.1009, 0.3754], [0.2675, -0.6945, -0.1147], [0.9700, 0.1051, 1.2723], [-1.5966, -0.3289, 2.0147], [0.0075, -0.9342, 3.5006], [-0.9698, -2.3991, 2.9885], [0.6560, -2.1037, 2.3538], [0.2866, 0.6029, -3.4408], [-0.7129, -0.7795, -3.3086], [4.0367, -0.6270, -0.0107], [2.7642, -1.4028, 0.5112], [3.7180, -1.3540, 0.5241]],
  "lowdin_spin": [0.13, 0.06, 0.03, 0.00, 0.01, 0.00, 0.66, 0.01, 0.06, 0.00, 0.00, 0.01, 0.00, 0.00, 0.00, 0.00, 0.00, 0.00, 0.00, 0.02, 0.02, 0.00, 0.00, 0.00],
  "s2": 0.75,
  "orbital_gap_ev": [8.95, 3.72],
  "charge": 1,
  "multiplicity": 2,
  "de_lowest_ev": 1.5734
}